1.
92
Properties=species:S:1:pos:R:3 method="wB97M-V/def2-TZVPD" orbital_gap_ev="6.78 / 4.29" charge=-1 e_tot_ev=-261798.472 spin_multiplicity=2 lumo_ev="1.258 / -1.228" homo_ev="-5.52 / -5.51" e_above_lowest_kj_mol=0.00
Lu 1.578 2.417 -0.442
C -0.357 -3.882 4.853
N 0.451 -3.156 3.875
C 1.819 -3.604 3.798
C 0.149 -1.783 3.487
C -1.203 -1.400 2.935
N -1.164 -0.183 2.171
C -1.277 1.046 2.916
C -1.964 -0.303 0.910
H -0.286 -3.446 5.880
H 0.085 -4.881 4.954
H -1.437 -3.862 4.552
H 2.316 -3.452 4.815
H 2.396 -3.063 3.014
H 1.726 -4.722 3.620
H 0.897 -1.562 2.674
H 0.346 -1.127 4.348
H -1.892 -1.291 3.797
H -1.598 -2.134 2.217
H -2.357 1.308 3.183
H -0.829 1.930 2.391
H -0.722 0.996 3.877
H -3.080 -0.484 1.135
H -1.600 -1.150 0.276
H -1.833 0.648 0.404
Cl -1.043 2.793 -3.973
C 0.609 3.184 -3.997
C 1.415 3.217 -2.871
C 2.779 3.524 -2.845
Cl 3.766 3.650 -1.329
C 3.347 3.895 -4.110
Cl 4.904 4.674 -3.989
C 2.648 3.694 -5.279
Cl 3.563 3.715 -6.743
C 1.266 3.443 -5.253
Cl 0.372 3.508 -6.725
C 2.963 -3.793 0.473
Si 3.510 -3.122 -1.220
C 5.237 -2.392 -1.103
C 3.387 -4.425 -2.604
C 2.239 -1.739 -1.702
C 1.289 -2.054 -2.692
C 0.170 -1.209 -2.912
C 0.090 -0.017 -2.209
N 1.131 0.392 -1.443
C 2.093 -0.456 -1.028
S 3.076 0.106 0.242
H 3.789 -4.270 0.972
H 2.189 -4.587 0.355
H 2.569 -3.009 1.150
H 5.456 -2.030 -0.115
H 5.365 -1.608 -1.890
H 6.021 -3.077 -1.364
H 4.274 -5.115 -2.512
H 3.518 -4.042 -3.617
H 2.428 -5.024 -2.596
H 1.485 -2.925 -3.354
H -0.607 -1.478 -3.647
H -0.730 0.715 -2.387
F -8.541 -2.851 -1.977
C -7.224 -3.021 -1.677
C -6.696 -4.305 -1.593
F -7.482 -5.442 -1.666
C -5.326 -4.450 -1.593
F -4.879 -5.738 -1.622
C -4.437 -3.390 -1.528
Se -2.519 -3.499 -1.458
C -5.000 -2.104 -1.562
F -4.130 -1.100 -1.904
C -6.366 -1.908 -1.438
F -6.926 -0.656 -1.311
C -3.068 4.232 -0.825
Si -1.322 4.511 0.047
C -0.342 6.031 -0.529
C -1.738 4.862 1.901
O -0.390 3.133 -0.214
H -3.786 5.140 -0.749
H -3.574 3.362 -0.440
H -2.789 4.091 -1.854
H -0.937 6.957 -0.426
H 0.086 5.862 -1.528
H 0.449 6.063 0.226
H -1.737 5.956 2.167
H -1.086 4.401 2.654
H -2.725 4.442 2.182
F 2.066 2.726 1.517
Sb 2.593 3.240 3.485
F 1.599 1.590 3.894
F 0.959 4.148 3.571
F 3.100 3.613 5.293
F 3.279 4.863 2.622
F 4.158 2.246 3.009

2.
79
Properties=species:S:1:pos:R:3 method="wB97M-V/def2-TZVPD" orbital_gap_ev="7.69 / 5.21" charge=+1 e_tot_ev=-71320.710 spin_multiplicity=2 lumo_ev="-3.049 / -5.522" homo_ev="-10.74 / -10.73" e_above_lowest_kj_mol=0.00
Ir -0.701 -0.017 -0.181
O -2.880 -0.260 0.357
C -3.638 -1.113 1.225
C -2.716 -2.127 1.847
N -2.066 -3.054 0.929
C -0.913 -3.700 1.400
C 0.378 -2.687 1.259
O 1.443 -3.235 1.191
O 0.055 -1.464 1.318
C -2.364 -3.166 -0.471
C -1.102 -2.783 -1.351
O -0.423 -3.691 -1.759
O -0.931 -1.524 -1.570
H -3.420 0.451 -0.009
H -4.443 -1.582 0.656
H -4.082 -0.531 2.034
H -3.282 -2.720 2.574
H -1.920 -1.610 2.388
H -0.673 -4.586 0.822
H -0.974 -3.902 2.469
H -3.211 -2.543 -0.738
H -2.566 -4.212 -0.703
C 1.472 -1.050 4.847
C 1.321 0.348 5.449
C 2.712 0.858 5.848
C 0.434 0.246 6.698
C 0.690 1.328 4.463
C 0.457 2.659 4.862
C -0.093 3.598 4.017
C -0.433 3.198 2.727
S -1.106 4.135 1.429
C -1.061 2.754 0.416
N -0.596 1.664 0.992
C -0.221 1.885 2.316
C 0.348 0.948 3.179
C -1.471 2.654 -0.974
C -1.905 3.723 -1.755
C -2.220 3.498 -3.083
C -2.102 2.216 -3.612
C -1.670 1.151 -2.830
C -1.340 1.353 -1.493
H 1.928 -1.714 5.582
H 2.111 -1.049 3.961
H 0.503 -1.475 4.571
H 3.168 0.175 6.567
H 2.665 1.845 6.311
H 3.368 0.924 4.978
H 0.864 -0.468 7.403
H -0.570 -0.094 6.438
H 0.343 1.204 7.212
H 0.725 2.967 5.864
H -0.251 4.616 4.347
H 0.517 -0.053 2.815
H -1.988 4.719 -1.334
H -2.554 4.315 -3.708
H -2.350 2.046 -4.652
H -1.585 0.160 -3.259
C 3.510 0.958 -2.944
N 3.296 1.902 -1.842
C 4.174 1.531 -0.730
N 4.015 0.148 -0.287
C 4.209 -0.744 -1.434
N 3.333 -0.442 -2.565
C 1.933 -0.759 -2.272
P 1.382 0.266 -0.860
C 1.892 1.931 -1.433
C 2.717 -0.079 0.348
H 4.534 1.085 -3.297
H 2.830 1.201 -3.761
H 3.992 2.202 0.111
H 5.205 1.663 -1.060
H 4.048 -1.776 -1.117
H 5.242 -0.640 -1.770
H 1.818 -1.817 -2.028
H 1.304 -0.558 -3.141
H 1.753 2.655 -0.625
H 1.263 2.242 -2.271
H 2.638 -1.111 0.695
H 2.599 0.576 1.216

3.
80
Properties=species:S:1:pos:R:3 method="wB97M-V/def2-TZVPD" orbital_gap_ev="7.37 / 7.41" charge=+1 e_tot_ev=-94548.477 spin_multiplicity=3 lumo_ev="-2.531 / -2.793" homo_ev="-9.90 / -10.20" e_above_lowest_kj_mol=143.81
V -0.870 0.010 -0.905
O -1.209 1.341 -1.897
C -1.483 2.623 -1.826
C -1.286 3.496 -2.898
C -1.614 4.831 -2.773
C -2.161 5.323 -1.587
C -2.358 4.474 -0.521
C -2.016 3.118 -0.606
C -2.210 2.230 0.510
N -1.942 0.964 0.495
N -2.196 0.234 1.622
C -1.613 -0.937 1.530
O -0.888 -1.217 0.487
C -1.884 -1.927 2.584
C -2.405 -1.529 3.815
C -2.732 -2.480 4.765
C -2.550 -3.831 4.497
C -2.027 -4.230 3.276
C -1.686 -3.281 2.325
H -0.868 3.096 -3.814
H -1.450 5.502 -3.606
H -2.438 6.365 -1.509
H -2.778 4.849 0.406
H -2.607 2.641 1.436
H -2.552 -0.475 4.004
H -3.131 -2.169 5.722
H -2.810 -4.570 5.243
H -1.885 -5.282 3.066
H -1.272 -3.578 1.370
C 2.859 -3.016 -2.389
N 1.472 -3.241 -2.033
C 0.959 -4.418 -1.518
C -0.364 -4.260 -1.375
N -0.677 -2.973 -1.805
C 0.474 -2.341 -2.203
S 0.632 -0.777 -2.792
C -1.998 -2.481 -1.899
C -3.006 -3.385 -2.194
C -4.320 -2.955 -2.201
C -4.577 -1.620 -1.931
C -3.516 -0.774 -1.692
N -2.238 -1.181 -1.668
H 3.206 -3.816 -3.041
H 3.483 -2.983 -1.497
H 2.928 -2.067 -2.912
H 1.583 -5.264 -1.288
H -1.091 -4.933 -0.960
H -2.761 -4.411 -2.428
H -5.124 -3.644 -2.415
H -5.586 -1.235 -1.911
H -3.680 0.281 -1.516
C 4.452 0.241 0.937
N 3.072 0.059 0.497
C 2.472 -1.182 0.972
P 2.100 1.413 0.378
O 0.703 1.032 0.024
N 2.915 2.392 -0.703
C 2.175 3.628 -1.003
C 3.450 1.775 -1.918
N 2.034 2.348 1.743
C 3.205 3.032 2.272
C 0.957 2.148 2.707
H 5.069 -0.562 0.528
H 4.542 0.216 2.028
H 4.836 1.192 0.573
H 3.060 -2.023 0.594
H 1.454 -1.272 0.609
H 2.458 -1.248 2.067
H 1.877 4.118 -0.079
H 1.278 3.432 -1.598
H 2.822 4.301 -1.566
H 3.991 0.865 -1.673
H 4.142 2.480 -2.382
H 2.666 1.532 -2.642
H 3.941 3.170 1.482
H 3.663 2.481 3.100
H 2.914 4.017 2.645
H 0.138 1.610 2.238
H 0.588 3.119 3.047
H 1.295 1.584 3.582

4.
81
Properties=species:S:1:pos:R:3 method="wB97M-V/def2-TZVPD" orbital_gap_ev=7.42 e_tot_ev=-153435.267 spin_multiplicity=1 lumo_ev=-0.092 homo_ev=-7.51 e_above_lowest_kj_mol=6.69
Na -0.725 -0.322 -0.063
C 0.186 -0.486 3.627
C 1.361 -1.409 3.312
S 1.254 -2.151 1.656
C 2.966 -1.969 1.094
C 3.035 -2.001 -0.430
S 2.094 -0.704 -1.273
C 3.323 0.601 -1.492
C 3.765 1.360 -0.243
S 2.399 2.290 0.507
C 2.575 1.857 2.255
C 1.250 2.043 2.989
S -0.092 0.920 2.525
H 0.280 -0.118 4.651
H -0.743 -1.051 3.567
H 1.390 -2.200 4.062
H 2.307 -0.872 3.379
H 3.585 -2.772 1.499
H 3.354 -1.024 1.469
H 2.630 -2.945 -0.799
H 4.076 -1.957 -0.758
H 2.851 1.293 -2.193
H 4.198 0.186 -1.997
H 4.565 2.049 -0.516
H 4.173 0.676 0.502
H 3.335 2.484 2.723
H 2.901 0.821 2.319
H 0.867 3.049 2.813
H 1.412 1.957 4.066
O -1.947 -1.558 1.505
C -3.088 -1.376 1.917
C -4.018 -0.336 1.560
C -5.236 -0.353 2.248
C -6.203 0.584 1.993
C -5.994 1.582 1.019
C -4.822 1.621 0.331
C -3.759 0.672 0.553
O -2.699 0.737 -0.120
N -7.451 0.542 2.725
O -8.291 1.390 2.471
O -7.606 -0.336 3.559
H -3.492 -2.086 2.666
H -5.424 -1.114 2.994
H -6.778 2.300 0.829
H -4.656 2.369 -0.434
C 0.804 3.303 -2.854
As -0.449 2.174 -1.843
C -1.957 2.289 -3.084
C -1.040 3.536 -0.572
H 0.310 4.215 -3.192
H 1.181 2.761 -3.722
H 1.646 3.579 -2.217
H -2.164 3.325 -3.357
H -2.825 1.857 -2.589
H -1.734 1.719 -3.987
H -1.367 4.435 -1.096
H -0.213 3.788 0.092
H -1.861 3.119 0.008
C -1.546 -4.376 -2.006
C -1.132 -3.348 -1.178
N -1.012 -2.087 -1.602
C -1.339 -1.815 -2.857
C -1.805 -2.767 -3.760
C -1.878 -4.081 -3.320
C -2.159 -2.391 -5.142
C -2.979 -1.418 -5.542
C -3.827 -0.538 -4.717
C -4.369 0.614 -5.277
C -5.173 1.395 -4.466
N -5.434 1.076 -3.202
C -4.878 -0.052 -2.765
N -4.096 -0.872 -3.452
H -1.615 -5.385 -1.625
H -0.888 -3.527 -0.137
H -1.234 -0.782 -3.170
H -2.215 -4.861 -3.992
H -1.678 -2.976 -5.921
H -3.066 -1.252 -6.610
H -4.168 0.890 -6.303
H -5.621 2.309 -4.840
H -5.079 -0.322 -1.735